Entry from OMol25: a molecular structure, C39H56N11ReSi3 at a distorted geometry (wB97M-V/def2-TZVPD).

Computed properties:
Orbital gap (alpha / beta) (eV): 7.662 / 6.602
Total charge: +3
2S+1: 2
HOMO energy (alpha / beta) (hartree): -0.5843 / -0.5755
Energy above the lowest of the compared OMol25 structures with the same formula, charge and spin (kJ/mol): 2.41

```
110
Properties=species:S:1:pos:R:3:forces:R:3:lowdin_charge:R:1
Re -0.03156 0.46220 -0.16548 -0.4 0.1 -0.1 1.55
C 0.27107 5.02400 0.13082 0.0 0.0 0.0 0.00
C -0.83588 5.47041 -0.56485 0.0 -0.1 0.0 0.02
C -1.58389 4.52242 -1.23545 0.0 0.0 0.0 0.03
C -1.23802 3.18121 -1.16443 0.1 0.0 -0.1 -0.23
N -0.24230 2.71743 -0.37686 0.1 0.3 -0.1 0.01
C 0.51599 3.67092 0.21148 0.1 0.0 0.0 -0.11
C -1.85128 2.18563 -2.05178 0.0 -0.1 0.0 -0.23
C -2.70569 2.54908 -3.08275 0.0 0.0 0.0 0.04
C -3.16714 1.59767 -3.97119 0.0 0.0 0.0 0.02
C -2.69628 0.30572 -3.82440 0.0 0.0 0.0 0.00
C -1.84526 0.02138 -2.77997 0.2 -0.1 -0.1 -0.11
N -1.45043 0.91355 -1.85336 0.0 0.2 -0.2 0.01
H 0.94130 5.70495 0.63629 0.0 0.0 0.0 0.14
H -1.09298 6.51986 -0.61351 0.0 0.0 0.0 0.14
H -2.42799 4.83492 -1.82804 0.0 0.0 0.0 0.13
H 1.37887 3.36702 0.77337 -0.1 0.1 -0.1 0.10
H -3.00279 3.57690 -3.20969 0.0 0.0 0.0 0.13
H -3.84113 1.86796 -4.77263 0.0 0.0 0.0 0.14
H -2.96650 -0.48045 -4.51532 0.0 0.0 0.0 0.13
H -1.42778 -0.96352 -2.70200 0.0 0.0 0.0 0.09
C -1.43511 -2.95725 1.75198 0.1 -0.1 0.1 -0.15
Si -1.21621 -1.28875 2.62096 -0.1 0.1 0.0 0.45
C -2.39747 -1.54158 4.05543 0.0 0.0 -0.1 -0.17
C 0.52668 -1.37906 3.38742 0.0 0.0 0.1 -0.17
C -1.46464 0.33419 1.56203 -0.1 0.0 0.2 -0.55
Si -3.35872 0.57988 1.25628 0.0 0.1 0.0 0.42
C -4.12332 -0.76991 0.19133 0.1 0.0 0.0 -0.17
C -4.38790 0.69592 2.82024 0.1 0.0 0.0 -0.15
C -3.87602 2.19268 0.43017 0.0 0.0 -0.1 -0.15
Si -0.97512 1.70663 2.76617 0.0 0.0 -0.1 0.46
C -1.68399 3.41606 2.45576 0.0 0.0 0.0 -0.15
C -1.06356 1.53013 4.62300 0.0 -0.1 0.0 -0.15
C 0.89836 1.83707 2.41487 0.0 -0.1 0.0 -0.29
C 1.80700 2.46018 3.27114 0.0 0.0 0.0 -0.02
C 3.14301 2.56094 2.93528 0.0 0.0 0.0 0.01
C 3.57001 2.02520 1.72067 0.0 0.0 0.0 -0.01
C 2.64751 1.40798 0.91104 0.0 0.0 0.0 -0.13
N 1.33916 1.31048 1.25100 0.0 0.1 0.0 -0.18
H -1.76632 -3.65055 2.52871 0.0 0.0 0.0 0.06
H -0.49757 -3.36595 1.36679 -0.1 0.0 0.0 0.02
H -2.19159 -2.98902 0.97083 -0.1 0.0 0.1 0.01
H -1.91445 -2.29578 4.68511 0.0 0.0 0.0 0.06
H -3.33954 -1.97847 3.72587 -0.1 0.0 0.0 0.04
H -2.62076 -0.68866 4.68240 0.0 0.1 0.1 0.02
H 1.06965 -2.25001 3.01010 0.0 0.0 0.0 0.03
H 0.42576 -1.53271 4.46348 0.0 0.0 0.0 0.05
H 1.16358 -0.50208 3.26735 0.0 0.1 0.1 0.01
H -4.04440 -1.76373 0.63467 0.0 0.0 0.0 0.03
H -3.74491 -0.79608 -0.83531 0.0 0.0 -0.1 0.01
H -5.18950 -0.55039 0.09520 0.0 0.0 0.1 0.06
H -4.64740 -0.25010 3.28423 0.0 -0.1 0.0 0.03
H -5.32429 1.18013 2.53065 0.0 0.0 0.0 0.06
H -3.93861 1.33322 3.58422 0.0 0.0 0.0 0.03
H -3.32390 2.53820 -0.43792 -0.2 -0.1 0.2 -0.01
H -3.90465 3.00349 1.15754 0.0 0.0 0.0 0.04
H -4.90796 2.03505 0.10306 0.0 0.0 0.0 0.06
H -2.60228 3.52803 3.03762 0.0 0.0 0.0 0.06
H -1.92535 3.64394 1.42086 0.1 0.0 0.1 0.00
H -0.98860 4.17251 2.82923 0.0 0.0 0.0 0.06
H -2.09207 1.45999 4.97266 -0.1 0.0 0.0 0.04
H -0.66005 2.44667 5.06406 0.0 0.0 0.0 0.05
H -0.50593 0.68857 5.03187 0.0 0.0 0.0 0.04
H 1.44809 2.86634 4.20762 0.0 0.0 0.0 0.12
H 3.84651 3.05017 3.59666 0.0 0.0 0.0 0.14
H 4.60243 2.09254 1.40625 0.0 0.0 0.0 0.12
H 2.92927 0.98047 -0.04330 0.0 0.0 0.0 0.10
C -2.62203 -3.42128 -1.85963 0.0 0.0 0.0 0.01
N -1.25807 -3.62671 -1.36666 0.1 0.0 -0.1 -0.11
C -0.76818 -5.01184 -1.31865 0.0 0.0 0.1 0.00
C -0.50129 -2.60853 -0.95183 -0.1 0.1 -0.3 -0.44
N -0.90243 -1.39698 -0.67342 -0.7 0.0 0.0 -0.02
N 0.84262 -2.86693 -0.80029 0.2 -0.1 0.2 0.16
C 1.56123 -2.20286 0.15471 0.0 -0.1 0.1 -0.45
N 2.61550 -2.85200 0.65220 0.2 0.1 0.0 0.25
N 1.19619 -1.02221 0.58087 0.8 -0.7 -0.3 0.00
H -2.98657 -4.36867 -2.24370 0.0 0.0 0.0 0.11
H -2.63872 -2.71160 -2.68403 0.0 0.1 0.1 0.09
H -3.29596 -3.10086 -1.06778 0.0 0.1 0.0 0.08
H -0.20450 -5.27898 -2.21527 0.0 0.0 0.0 0.11
H -1.62689 -5.67272 -1.25059 0.0 0.0 0.0 0.11
H -0.17254 -5.17866 -0.42221 0.0 0.0 0.0 0.10
H -1.90748 -1.36028 -0.52185 0.0 0.0 0.0 0.04
H 1.21201 -3.73112 -1.16336 0.0 0.0 0.0 0.15
H 2.86099 -3.77790 0.34238 0.0 0.0 0.1 0.14
H 3.30070 -2.37923 1.22227 0.0 0.0 0.0 0.14
H 1.73244 -0.78605 1.40273 -0.1 0.1 0.0 0.06
C 2.59435 1.96054 -3.63936 0.0 0.0 -0.1 0.00
C 1.77749 1.85641 -2.53347 -0.1 0.0 0.0 -0.11
N 1.38611 0.67615 -2.01374 0.1 0.1 0.1 -0.04
C 1.85907 -0.42377 -2.60979 0.0 -0.2 0.0 -0.09
C 2.73148 -0.41625 -3.68968 0.0 0.0 0.0 -0.19
C 3.07589 0.80871 -4.23943 0.0 0.0 0.0 0.03
C 3.26207 -1.68729 -4.23220 -0.1 0.0 0.0 -0.02
C 4.14375 -2.49261 -3.64158 0.0 0.0 0.0 -0.01
C 4.87311 -2.26775 -2.37680 0.1 0.0 0.0 -0.27
C 5.70478 -3.26715 -1.87972 -0.1 0.0 -0.1 0.00
C 6.38590 -3.00834 -0.70104 0.0 0.1 0.1 -0.10
N 6.27727 -1.84126 -0.06484 0.0 -0.1 -0.1 0.10
C 5.50118 -0.93864 -0.65114 -0.1 0.0 0.2 -0.21
N 4.77435 -1.08520 -1.74946 -0.1 -0.1 -0.1 0.14
H 2.85486 2.93884 -4.01827 0.0 0.0 0.0 0.13
H 1.40978 2.75276 -2.06325 0.0 0.0 0.1 0.10
H 1.54193 -1.37568 -2.20489 0.1 0.2 -0.1 0.09
H 3.73683 0.86254 -5.09503 0.0 0.0 0.0 0.14
H 2.92111 -1.95372 -5.22757 0.0 0.0 0.0 0.13
H 4.42868 -3.39417 -4.17167 0.0 0.0 0.0 0.12
H 5.82766 -4.20731 -2.40020 0.0 0.0 0.0 0.12
H 7.04038 -3.74859 -0.25514 0.0 0.0 0.0 0.12
H 5.44977 0.03136 -0.16311 0.0 0.0 0.0 0.10
```
Forces are in eV/Å.

---

Entry from OMol25: a molecular structure, C39H57N2O5S2SeTl at a distorted geometry (wB97M-V/def2-TZVPD).

Computed properties:
Orbital gap (eV): 6.795
HOMO energy (hartree): -0.2602
Energy above the lowest of the compared OMol25 structures with the same formula, charge and spin (kJ/mol): 66.85

```
107
Properties=species:S:1:pos:R:3:forces:R:3:lowdin_charge:R:1
Tl -1.93830 1.28547 -0.01388 0.3 0.3 0.0 0.82
C 4.01500 -3.68363 1.86652 -0.2 -0.1 0.0 -0.04
C 2.52220 -4.00343 2.03812 0.1 -0.1 0.0 -0.56
C 2.16920 -5.10883 1.03902 0.0 0.2 0.2 -0.07
C 2.24700 -4.53643 3.45062 0.1 0.0 -0.2 -0.05
C 1.72030 -2.72983 1.81302 0.0 -0.1 -0.1 -0.18
C 0.79720 -2.57533 0.79792 0.0 0.0 0.0 -0.07
C 0.18630 -1.34743 0.59952 -0.3 0.2 -0.1 -0.37
Se -1.03960 -1.17253 -0.87308 0.7 0.0 0.0 1.21
C 0.23270 -0.42513 -2.12808 -0.2 0.0 0.2 -0.35
C 1.13710 -1.30113 -2.71018 -0.1 0.1 0.0 -0.07
C 2.11160 -0.83353 -3.57378 0.1 0.0 0.0 -0.17
C 2.20560 0.54877 -3.72808 0.0 -0.1 0.1 0.03
C 1.35230 1.45207 -3.12058 -0.2 0.2 0.0 -0.08
C 0.25990 0.96177 -2.36078 0.3 -0.7 -0.3 -0.37
O -0.70500 1.75287 -1.95828 -0.6 0.4 0.8 -0.26
C 1.56030 2.95787 -3.22918 0.0 0.2 0.0 -0.53
C 2.76680 3.32337 -4.10108 -0.2 -0.1 0.2 -0.07
C 0.32350 3.63367 -3.83708 0.0 0.0 0.1 -0.04
C 1.80280 3.49827 -1.81178 0.0 0.0 -0.1 -0.03
C 3.01190 -1.81203 -4.31888 0.1 -0.1 -0.1 -0.56
C 2.13320 -2.70143 -5.21098 0.1 0.1 0.1 -0.05
C 3.77690 -2.69413 -3.32298 -0.1 0.1 -0.1 -0.05
C 4.03800 -1.11243 -5.21638 -0.2 -0.1 0.2 -0.06
C 0.45000 -0.19313 1.38222 0.2 -1.0 -0.1 -0.37
O -0.02890 0.96307 1.08232 -0.6 0.9 -0.3 -0.17
C 1.31830 -0.39783 2.49262 -0.1 0.2 -0.1 -0.08
C 1.92880 -1.62863 2.64262 -0.1 0.0 -0.2 0.01
C 1.68660 0.69787 3.49422 0.1 0.1 0.2 -0.52
C 1.40180 0.18607 4.91642 0.1 0.1 -0.1 -0.04
C 3.18350 1.00847 3.33442 -0.2 0.0 0.1 -0.04
C 0.90900 2.00617 3.33242 0.1 0.0 0.0 -0.05
H 4.61410 -4.58413 1.99282 0.1 -0.1 0.0 0.08
H 4.19420 -3.28583 0.86932 0.1 0.0 -0.1 0.09
H 4.35250 -2.94593 2.58892 0.1 0.1 0.1 0.08
H 2.77160 -5.99183 1.24822 0.0 -0.1 0.0 0.08
H 1.12180 -5.39043 1.11802 -0.2 -0.1 0.0 0.08
H 2.37890 -4.79383 0.01952 0.0 0.0 -0.2 0.08
H 2.80600 -5.45333 3.62922 0.1 -0.1 0.0 0.08
H 2.52870 -3.81413 4.21152 0.0 0.1 0.1 0.07
H 1.18570 -4.75073 3.56212 -0.1 0.0 0.1 0.09
H 0.54900 -3.38443 0.12742 0.0 -0.1 0.0 0.09
H 1.04130 -2.35423 -2.48468 0.0 -0.1 0.0 0.10
H 2.99030 0.93557 -4.35068 0.1 0.1 -0.1 0.08
H 2.62280 2.98917 -5.12728 0.1 0.0 -0.1 0.09
H 2.88410 4.40567 -4.11448 0.0 0.1 0.0 0.08
H 3.68580 2.89467 -3.70758 0.1 -0.1 0.0 0.08
H 0.06780 3.16987 -4.78868 0.0 0.0 -0.2 0.09
H -0.52360 3.54717 -3.16498 0.0 0.1 -0.1 0.07
H 0.52080 4.69027 -4.00658 0.1 0.1 -0.1 0.08
H 2.69680 3.04627 -1.38428 0.1 0.0 0.0 0.09
H 1.93740 4.57827 -1.83778 0.0 0.1 0.0 0.09
H 0.95990 3.27187 -1.16368 0.0 0.0 0.1 0.08
H 1.41610 -3.26363 -4.61908 -0.1 -0.1 0.1 0.08
H 1.58310 -2.09253 -5.92538 -0.1 0.1 -0.1 0.09
H 2.75070 -3.40773 -5.76298 0.1 -0.1 -0.1 0.08
H 3.09800 -3.27863 -2.70838 -0.1 -0.1 0.1 0.07
H 4.42730 -3.38373 -3.85908 0.1 -0.1 0.0 0.08
H 4.39120 -2.08143 -2.66728 0.1 0.1 0.1 0.09
H 3.54810 -0.49663 -5.96748 0.0 0.1 -0.1 0.08
H 4.71280 -0.49283 -4.63038 0.1 0.1 0.0 0.09
H 4.63530 -1.86103 -5.73488 0.0 -0.1 0.0 0.08
H 2.62640 -1.74583 3.45722 0.1 0.0 0.1 0.10
H 1.98120 -0.69963 5.16112 0.1 -0.1 0.0 0.07
H 1.64420 0.95557 5.64692 0.0 0.1 0.1 0.08
H 0.34680 -0.06083 5.01692 -0.1 0.0 0.0 0.08
H 3.79650 0.13077 3.52702 0.1 -0.1 0.0 0.07
H 3.38220 1.34647 2.31952 0.1 0.1 -0.1 0.09
H 3.48430 1.79367 4.02532 0.0 0.1 0.1 0.08
H -0.16060 1.84277 3.43872 -0.1 0.0 0.0 0.08
H 1.22350 2.71297 4.10102 0.1 0.0 0.2 0.09
H 1.08630 2.45497 2.36102 0.0 0.1 0.0 0.09
C -3.90440 -0.14923 3.99622 0.1 -0.1 -0.3 0.00
C -3.31230 0.84707 3.01252 -0.1 -0.6 0.0 -0.35
O -3.02730 0.37887 1.89182 0.2 0.3 0.2 -0.12
C -3.14420 2.20767 3.41362 0.3 0.5 -0.4 -0.10
C -3.53220 2.60317 4.71652 0.0 0.1 0.1 -0.05
C -3.43640 3.89087 5.15682 -0.1 -0.1 0.3 -0.10
C -2.92210 4.87517 4.29802 0.0 -0.1 -0.1 -0.08
C -2.52310 4.54107 3.04002 0.1 0.0 -0.1 0.00
C -2.60760 3.20787 2.52782 -0.3 0.1 0.7 -0.34
O -2.21650 3.03537 1.32892 0.2 -0.2 -0.8 -0.14
H -3.93900 -1.12333 3.51272 0.0 0.0 0.0 0.08
H -4.91130 0.14187 4.28672 -0.1 0.0 0.1 0.09
H -3.28500 -0.21873 4.88672 0.0 0.0 0.1 0.09
H -3.92570 1.86077 5.39222 0.0 -0.1 0.1 0.10
H -3.75470 4.15707 6.15422 0.0 0.0 0.1 0.10
H -2.84560 5.89777 4.64332 0.0 0.1 0.0 0.11
H -2.12290 5.27947 2.36262 0.1 0.1 -0.1 0.12
N -5.21760 1.43307 -3.24558 0.1 -0.1 -0.1 0.10
C -4.01110 1.69677 -2.70928 -0.1 0.0 -0.3 -0.89
N -2.91400 1.29497 -3.31878 -0.1 -0.2 0.0 0.15
S -3.96160 2.60187 -1.27368 0.5 0.3 0.5 0.75
H -5.31110 1.00207 -4.15038 0.0 0.1 0.0 0.11
H -6.02230 1.86137 -2.82238 0.0 -0.1 0.0 0.09
H -2.95050 0.66717 -4.10568 -0.1 0.0 0.0 0.13
H -1.99230 1.49667 -2.86368 0.0 0.0 -0.1 0.04
C -4.86830 -2.69483 -0.34408 0.1 0.6 0.4 -0.21
S -4.78740 -0.96533 0.28832 -1.9 -1.3 -0.7 0.88
C -6.50160 -0.48353 -0.21768 0.7 -0.2 0.4 -0.22
O -3.92250 -0.31903 -0.72178 0.6 0.4 -0.4 -0.69
H -5.55310 -3.29083 0.24592 -0.1 -0.1 0.1 0.05
H -3.85800 -3.08303 -0.26118 0.1 0.0 0.1 0.04
H -5.15200 -2.68183 -1.38978 -0.1 0.1 -0.1 0.05
H -7.20360 -1.01533 0.41492 -0.2 -0.1 0.1 0.05
H -6.66510 -0.71363 -1.26438 0.1 -0.1 -0.2 0.05
H -6.59310 0.58887 -0.06498 0.1 0.1 0.1 0.04
```
Forces are in eV/Å.

---

Number 1: E_tot -3068.1103 Ha. Number 2: E_tot -5376.3056 Ha.